{
  "formula": "C24H33As3F6OPd",
  "method": "wB97M-V/def2-TZVPD",
  "charge": 0,
  "e_tot_ev": -229769.73710,
  "e_above_lowest_kcal_mol": 3.3,
  "homo_energy_ev": -6.95,
  "orbital_gap_ha": 0.24715,
  "species": ["Pd", "C", "As", "C", "C", "C", "C", "C", "As", "C", "C", "C", "As", "C", "C", "H", "H", "H", "H", "H", "H", "H", "H", "H", "H", "H", "H", "H", "H", "H", "H", "H", "H", "H", "H", "H", "H", "H", "H", "H", "H", "H", "F", "C", "C", "F", "C", "F", "C", "O", "C", "F", "C", "F", "F", "C", "C", "C", "C", "C", "C", "C", "H", "H", "H", "H", "H", "H"],
  "coordinates": [[0.56594, -0.62505, 1.23985], [-1.74730, -3.08739, -0.71130], [-0.28976, -2.81170, 0.54253], [-0.94057, -3.93496, 1.99069], [1.10112, -4.03638, -0.12488], [2.15137, -3.60269, -1.16796], [3.08310, -4.80808, -1.36442], [3.06936, -2.46072, -0.66601], [2.34795, -0.67945, -0.32072], [1.89869, 0.10584, -2.02474], [4.00194, 0.26760, 0.03980], [1.50347, -3.19275, -2.50951], [1.15856, -4.58498, -3.88452], [-0.59527, -5.25781, -3.31619], [0.46312, -3.30764, -5.20178], [-1.86696, -4.14812, -0.91976], [-1.56225, -2.53827, -1.63182], [-2.65503, -2.68938, -0.25940], [-1.19085, -4.92655, 1.61372], [-1.82568, -3.47765, 2.42892], [-0.17077, -4.01599, 2.75678], [0.57730, -4.91760, -0.50389], [1.62231, -4.35583, 0.78348], [3.63344, -5.01206, -0.44364], [3.80543, -4.61759, -2.16133], [2.52479, -5.70767, -1.63214], [3.89279, -2.34100, -1.37579], [3.51776, -2.75195, 0.28850], [2.70268, -0.06538, -2.74143], [1.74827, 1.16686, -1.84064], [0.95908, -0.29934, -2.39039], [4.67029, 0.17206, -0.81566], [4.49110, -0.12525, 0.92890], [3.76147, 1.31794, 0.19731], [2.18579, -2.51925, -3.03644], [0.58252, -2.62588, -2.34866], [-0.50601, -5.86729, -2.41673], [-0.98168, -5.89272, -4.11387], [-1.29640, -4.44509, -3.14046], [1.28267, -2.70848, -5.59716], [-0.28788, -2.64820, -4.76438], [0.01463, -3.86316, -6.02467], [-5.30001, 3.51427, -0.08876], [-4.07814, 2.95338, -0.10515], [-2.94850, 3.72637, -0.30037], [-3.08575, 5.04900, -0.47233], [-1.69456, 3.15308, -0.31499], [-0.62580, 3.95291, -0.49740], [-1.46740, 1.76526, -0.14051], [-0.28947, 1.25870, -0.13364], [-2.65772, 1.02845, 0.05436], [-2.56408, -0.31267, 0.24258], [-3.91646, 1.59286, 0.07468], [-4.99356, 0.81603, 0.27320], [-3.05582, -0.83385, 5.13957], [-1.95873, -0.40286, 4.49351], [-2.05925, 0.72880, 3.69812], [-0.93546, 1.16945, 3.03163], [0.30429, 0.50949, 3.17558], [1.44272, 0.84681, 2.31259], [0.34159, -0.66250, 3.95595], [-0.78666, -1.11321, 4.63285], [-3.01304, 1.22935, 3.59877], [-0.98956, 2.03807, 2.38859], [2.42169, 0.57042, 2.69668], [1.41780, 1.83419, 1.86168], [1.28390, -1.18161, 4.07872], [-0.76168, -1.99721, 5.25512]],
  "forces_ev_per_angstrom": [[0.166, -0.300, -0.115], [-0.045, 0.140, 0.057], [-0.081, 0.076, -0.141], [0.082, -0.025, -0.002], [0.023, 0.024, 0.046], [0.010, 0.110, -0.026], [0.023, -0.008, -0.030], [-0.110, -0.100, -0.015], [-0.083, 0.025, 0.221], [-0.050, -0.040, -0.054], [-0.007, -0.018, -0.002], [-0.002, -0.032, 0.049], [-0.012, 0.052, 0.024], [0.019, -0.051, 0.002], [0.022, -0.028, 0.007], [0.005, -0.038, -0.006], [-0.027, -0.001, -0.014], [0.035, -0.018, -0.019], [-0.003, -0.015, 0.013], [-0.011, 0.035, -0.010], [-0.008, -0.006, 0.010], [-0.032, -0.025, -0.005], [0.039, -0.004, -0.011], [0.001, -0.018, 0.000], [-0.003, -0.010, 0.010], [0.008, 0.015, 0.002], [-0.007, 0.001, -0.050], [0.005, -0.015, 0.030], [-0.019, 0.033, -0.015], [-0.002, 0.042, -0.007], [0.017, 0.008, 0.002], [0.022, 0.013, 0.001], [-0.024, -0.018, 0.024], [0.022, -0.001, 0.007], [0.015, -0.010, -0.001], [0.016, 0.003, 0.026], [0.002, 0.010, -0.008], [0.002, 0.001, 0.010], [-0.016, 0.019, 0.003], [-0.010, 0.003, -0.008], [0.006, -0.015, 0.011], [-0.002, 0.021, -0.011], [-0.012, -0.017, -0.003], [-0.102, -0.053, 0.028], [0.076, 0.105, -0.017], [0.026, 0.001, -0.005], [0.025, -0.009, -0.008], [-0.014, 0.019, 0.003], [0.102, 0.056, -0.016], [-0.158, -0.105, -0.036], [0.072, -0.099, 0.015], [0.003, 0.047, 0.015], [-0.058, 0.003, 0.008], [0.003, -0.006, -0.001], [0.008, 0.002, -0.002], [0.041, -0.037, 0.009], [-0.007, 0.023, -0.026], [-0.068, 0.041, 0.034], [0.222, 0.020, -0.370], [-0.055, 0.319, 0.516], [0.004, -0.075, 0.000], [-0.033, 0.009, -0.004], [0.015, 0.008, -0.018], [-0.014, 0.000, 0.017], [-0.009, -0.014, -0.023], [-0.053, -0.077, -0.121], [0.009, -0.001, 0.001], [-0.006, 0.004, 0.000]],
  "lowdin_charge": [0.397, -0.290, 1.091, -0.290, -0.330, -0.669, -0.109, -0.336, 1.103, -0.274, -0.277, -0.378, 1.120, -0.346, -0.347, 0.022, 0.019, 0.025, 0.032, 0.028, 0.023, 0.069, 0.081, 0.087, 0.083, 0.063, 0.085, 0.081, 0.037, 0.031, 0.022, 0.032, 0.030, 0.034, 0.060, 0.046, 0.008, 0.018, 0.004, 0.016, 0.024, 0.018, 0.092, -0.167, -0.159, 0.105, -0.153, 0.082, -0.362, -0.149, -0.155, 0.034, -0.163, 0.100, 0.070, -0.275, 0.018, -0.018, -0.381, -0.191, -0.064, -0.014, 0.129, 0.120, 0.056, 0.071, 0.111, 0.121]
}

{
  "formula": "C24H33Br2HfN4OSi",
  "method": "wB97M-V/def2-TZVPD",
  "charge": 1,
  "e_tot_ev": -182695.69237,
  "homo_energy_ev": -11.43,
  "orbital_gap_ha": 0.26612,
  "species": ["Hf", "C", "C", "C", "C", "C", "C", "Br", "C", "C", "Br", "C", "O", "C", "N", "H", "H", "H", "H", "H", "H", "N", "C", "N", "C", "N", "C", "C", "C", "C", "Si", "C", "C", "C", "C", "C", "C", "C", "C", "H", "H", "H", "H", "H", "H", "H", "H", "H", "H", "H", "H", "H", "H", "H", "H", "H", "H", "H", "H", "H", "H", "H", "H", "H", "H", "H"],
  "coordinates": [[-0.17247, 0.29072, 0.83711], [0.31801, 4.06424, -0.15565], [-0.08503, 3.74639, 1.25212], [0.04139, 4.72247, 2.26438], [-0.26795, 4.42488, 3.55718], [-0.76251, 3.14147, 3.89960], [-1.07839, 2.71100, 5.20974], [-0.87996, 3.87978, 6.66854], [-1.52572, 1.44269, 5.44022], [-1.71406, 0.56140, 4.36267], [-2.32686, -1.18095, 4.68461], [-1.46990, 0.95966, 3.07555], [-1.68796, 0.12632, 1.99700], [-0.93569, 2.24908, 2.83592], [-0.55574, 2.54689, 1.53498], [-0.31379, 4.86428, -0.54785], [0.21920, 3.20169, -0.80895], [1.34941, 4.41882, -0.18806], [0.41725, 5.70075, 1.99446], [-0.13856, 5.16425, 4.33700], [-1.74727, 1.10999, 6.44436], [1.54587, 0.23837, 1.99494], [2.13894, -0.42893, 2.81562], [2.66003, -1.15374, 3.62043], [3.73324, -1.38056, 4.36153], [4.64726, -1.61788, 5.02292], [-1.77509, -1.06969, -3.77700], [-1.56511, -0.39380, -2.41689], [-2.87456, -0.47509, -1.61264], [-1.28993, 1.09807, -2.63134], [-0.11796, -1.12724, -1.38722], [-0.22348, -3.01131, -1.06538], [-1.67885, -3.42658, -0.81857], [0.57266, -3.34923, 0.20948], [0.31013, -3.83907, -2.24536], [1.63073, -0.54014, -1.99055], [1.85629, -0.72517, -3.49607], [2.72591, -1.30630, -1.23322], [1.84287, 0.95720, -1.66183], [-2.52076, -0.52130, -4.36560], [-2.14537, -2.09135, -3.65500], [-0.86002, -1.11796, -4.36876], [-3.64958, 0.11550, -2.11694], [-2.78320, -0.06696, -0.59637], [-3.24884, -1.49029, -1.51640], [-2.17956, 1.58870, -3.04193], [-0.46411, 1.28264, -3.31601], [-1.06686, 1.62871, -1.68830], [-2.14574, -2.86708, -0.00184], [-1.69975, -4.48688, -0.54200], [-2.29625, -3.31295, -1.71264], [0.27185, -2.72735, 1.06335], [1.65093, -3.24756, 0.08620], [0.37204, -4.38266, 0.51426], [-0.22959, -3.60985, -3.16989], [0.17229, -4.90962, -2.04514], [1.37238, -3.67923, -2.43007], [1.75756, -1.77180, -3.79388], [2.86915, -0.39837, -3.76876], [1.15354, -0.13738, -4.09157], [2.71935, -2.37051, -1.45638], [2.65268, -1.18876, -0.14885], [3.70781, -0.91880, -1.53197], [1.31047, 1.61956, -2.33738], [2.90755, 1.20609, -1.71538], [1.54965, 1.26072, -0.63652]],
  "forces_ev_per_angstrom": [[1.175, 1.751, 1.037], [-0.025, 0.046, 0.131], [0.044, 0.048, -0.111], [0.029, 0.097, -0.031], [0.000, 0.018, 0.067], [0.149, 0.345, -0.130], [-0.016, 0.075, 0.053], [0.022, 0.044, 0.015], [-0.011, -0.048, -0.030], [-0.187, -0.166, 0.060], [0.017, 0.053, 0.005], [-0.196, -0.234, -0.222], [-0.200, 0.003, 0.595], [-0.102, -0.226, -0.200], [-0.067, -0.812, -0.102], [0.017, -0.021, 0.025], [-0.016, -0.014, -0.016], [-0.018, -0.013, 0.012], [-0.019, -0.032, 0.025], [0.004, -0.010, -0.025], [-0.002, -0.005, -0.018], [-0.496, -0.696, -0.240], [-0.066, 0.436, -0.504], [0.369, -0.350, 0.564], [-0.113, 0.114, -0.169], [-0.217, 0.047, -0.139], [-0.101, -0.045, -0.020], [-0.053, -0.020, -0.038], [-0.081, 0.056, -0.115], [-0.068, 0.080, -0.076], [-0.065, -0.339, -0.438], [0.142, -0.071, -0.069], [-0.027, -0.083, -0.003], [0.006, -0.177, -0.044], [-0.098, -0.089, -0.011], [0.043, 0.127, 0.028], [0.082, 0.057, -0.064], [0.143, 0.063, -0.093], [-0.029, -0.197, -0.154], [0.023, -0.043, 0.046], [0.041, 0.069, -0.025], [-0.007, 0.034, 0.007], [0.051, -0.056, 0.038], [0.004, 0.030, 0.003], [-0.005, 0.027, 0.030], [0.048, -0.030, -0.009], [0.015, 0.009, -0.013], [-0.011, -0.034, 0.008], [0.013, -0.007, -0.017], [-0.024, 0.061, -0.009], [0.059, -0.025, 0.080], [-0.053, 0.048, 0.066], [-0.120, -0.006, 0.033], [0.029, 0.028, -0.058], [0.047, -0.034, 0.071], [0.019, 0.103, -0.005], [0.004, 0.015, 0.011], [0.001, 0.066, 0.025], [-0.098, -0.045, 0.022], [0.037, -0.040, 0.024], [0.005, -0.002, -0.033], [-0.016, 0.010, 0.014], [-0.066, -0.027, 0.020], [-0.030, 0.034, -0.042], [-0.031, 0.021, 0.020], [0.095, -0.020, 0.140]],
  "lowdin_charge": [1.665, 0.000, -0.281, 0.016, 0.021, -0.173, -0.607, 0.860, -0.137, -0.601, 0.869, -0.377, -0.287, -0.170, 0.050, 0.107, 0.037, 0.105, 0.131, 0.096, 0.110, -0.032, -0.289, 0.161, -0.298, 0.161, -0.075, -0.657, -0.104, -0.108, 0.681, -0.648, -0.102, -0.108, -0.079, -0.634, -0.079, -0.103, -0.120, 0.094, 0.075, 0.071, 0.096, 0.054, 0.063, 0.098, 0.072, 0.043, 0.081, 0.094, 0.070, 0.051, 0.063, 0.095, 0.079, 0.095, 0.065, 0.081, 0.096, 0.068, 0.066, 0.056, 0.096, 0.064, 0.102, 0.012]
}